*i*
Molecular formula: C3H8N2OP
Method: DFT, ωB97M-V/def2-TZVPD

Positions of all 15 atoms, in Å:
C1 0.267 -2.088 0.147
N1 0.468 -0.599 -0.090
C2 -0.149 0.018 -1.263
P1 -0.258 1.903 -0.919
N2 -0.767 1.561 0.795
C3 -1.004 2.417 1.605
O1 -1.164 3.231 2.378
H1 0.078 -2.389 1.263
H2 -0.547 -2.549 -0.449
H3 1.161 -2.750 -0.062
H4 0.142 -0.097 0.829
H5 1.527 -0.460 0.030
H6 0.411 -0.101 -2.190
H7 -1.247 -0.289 -1.330
H8 1.081 2.192 -0.744

Kohn-Sham gap   10.595 eV
Net charge   +1
HOMO   -14.010 eV

What are the Löwdin partial charges on each atom? They are as follows, in elementary charge units: atom 1 (C): -0.029, atom 2 (N): -0.121, atom 3 (C): -0.353, atom 4 (P): 0.988, atom 5 (N): -0.156, atom 6 (C): -0.424, atom 7 (O): 0.252, atom 8 (H): 0.134, atom 9 (H): 0.100, atom 10 (H): 0.110, atom 11 (H): 0.151, atom 12 (H): 0.205, atom 13 (H): 0.096, atom 14 (H): 0.123, atom 15 (H): -0.076

---

*ii*
Molecular formula: C3H8N2OP
Method: DFT, ωB97M-V/def2-TZVPD

Positions of all 15 atoms, in Å:
C1 1.857 -0.340 -0.367
C2 0.014 -0.809 0.717
C3 0.076 0.495 0.662
N1 1.213 0.802 -0.107
N2 3.049 -0.562 -0.962
O1 1.102 -1.344 0.127
P1 -3.303 -0.196 0.050
H1 -3.371 0.929 -0.760
H2 -0.804 -1.363 1.130
H3 -0.607 1.334 0.991
H4 1.364 1.829 -0.316
H5 3.482 0.264 -1.388
H6 3.243 -1.563 -1.205
H7 -2.659 0.463 1.021
H8 -4.655 0.060 0.409

Kohn-Sham gap   9.673 eV
Net charge   +1
HOMO   -13.011 eV

What are the Löwdin partial charges on each atom? They are as follows, in elementary charge units: atom 1 (C): -0.314, atom 2 (C): -0.105, atom 3 (C): -0.066, atom 4 (N): 0.164, atom 5 (N): 0.230, atom 6 (O): 0.147, atom 7 (P): 0.667, atom 8 (H): -0.171, atom 9 (H): 0.116, atom 10 (H): 0.153, atom 11 (H): 0.222, atom 12 (H): 0.151, atom 13 (H): 0.174, atom 14 (H): -0.229, atom 15 (H): -0.140

---

*i* is preferred energetically. Next in line: 11.2 kcal/mol higher.

---

*i*
Molecular formula: C3H4N2OS
Method: DFT, ωB97M-V/def2-TZVPD

Positions of all 11 atoms, in Å:
C1 0.732 0.028 0.104
C2 -1.967 -0.464 -0.060
C3 2.166 -0.275 -0.090
N1 -0.971 -1.258 -0.071
N2 -1.601 1.028 0.030
O1 -3.155 -0.693 -0.096
S1 -0.079 1.429 -0.139
H1 2.153 -1.044 -0.804
H2 2.425 -0.866 0.881
H3 2.675 0.586 -0.152
H4 -2.378 1.529 0.396

Kohn-Sham gap (spin up / spin down)   8.115 / 8.113 eV
HOMO (spin up / spin down)   -9.124 / -9.124 eV

What are the Löwdin partial charges on each atom? They are as follows, in elementary charge units: atom 1 (C): -0.377, atom 2 (C): -0.778, atom 3 (C): -0.115, atom 4 (N): 0.189, atom 5 (N): -0.297, atom 6 (O): 0.013, atom 7 (S): 1.035, atom 8 (H): 0.074, atom 9 (H): 0.137, atom 10 (H): 0.029, atom 11 (H): 0.088

---

*ii*
Molecular formula: C3H4N2OS
Method: DFT, ωB97M-V/def2-TZVPD

Positions of all 11 atoms, in Å:
C1 3.406 -0.964 0.582
C2 -0.539 0.300 -0.117
C3 2.058 -0.593 0.562
N1 4.454 -1.445 0.428
N2 0.983 2.580 -0.622
O1 1.911 3.312 -0.558
S1 1.300 0.392 -0.609
H1 -0.749 0.997 0.794
H2 -0.653 -0.731 0.168
H3 -1.341 0.526 -0.901
H4 1.516 -1.118 1.312

Kohn-Sham gap (spin up / spin down)   8.290 / 6.880 eV
HOMO (spin up / spin down)   -8.146 / -8.520 eV

What are the Löwdin partial charges on each atom? They are as follows, in elementary charge units: atom 1 (C): -0.328, atom 2 (C): -0.297, atom 3 (C): -0.433, atom 4 (N): 0.146, atom 5 (N): -0.168, atom 6 (O): -0.066, atom 7 (S): 0.928, atom 8 (H): 0.078, atom 9 (H): 0.010, atom 10 (H): 0.072, atom 11 (H): 0.059

---

*iii*
Molecular formula: C3H4N2OS
Method: DFT, ωB97M-V/def2-TZVPD

Positions of all 11 atoms, in Å:
O1 -3.470 0.402 -1.767
C1 -2.266 0.523 -2.022
N1 -1.316 0.150 -1.141
N2 0.220 0.631 -1.093
C2 0.707 0.215 -0.063
C3 -0.064 -0.582 0.959
S1 -1.787 -0.671 0.367
H1 -1.980 0.941 -2.948
H2 1.850 0.250 0.151
H3 0.140 -1.589 1.122
H4 0.163 0.005 1.772

Kohn-Sham gap   9.204 eV
HOMO   -8.627 eV

What are the Löwdin partial charges on each atom? They are as follows, in elementary charge units: atom 1 (O): -0.034, atom 2 (C): -0.407, atom 3 (N): -0.317, atom 4 (N): 0.125, atom 5 (C): -0.266, atom 6 (C): -0.416, atom 7 (S): 0.947, atom 8 (H): 0.115, atom 9 (H): 0.163, atom 10 (H): 0.043, atom 11 (H): 0.048

---

*iii* is preferred energetically. Next in line: 53.6 kcal/mol higher.

---

*i*
Molecular formula: C3H4N2OS
Method: DFT, ωB97M-V/def2-TZVPD

Positions of all 11 atoms, in Å:
C1 -0.481 -1.366 -0.914
C2 -0.438 -0.313 0.214
N1 -1.328 -0.261 1.195
O1 -0.918 0.809 1.959
N2 0.049 1.540 1.384
C3 0.374 0.872 0.283
S1 1.538 1.504 -0.722
H1 -1.003 -2.393 -0.929
H2 -0.735 -0.936 -2.021
H3 0.642 -1.580 -0.952
H4 2.300 2.123 0.502

Kohn-Sham gap   9.500 eV
HOMO   -9.471 eV

What are the Löwdin partial charges on each atom? They are as follows, in elementary charge units: atom 1 (C): -0.056, atom 2 (C): -0.336, atom 3 (N): 0.130, atom 4 (O): -0.105, atom 5 (N): 0.043, atom 6 (C): -0.795, atom 7 (S): 0.789, atom 8 (H): 0.095, atom 9 (H): 0.122, atom 10 (H): 0.078, atom 11 (H): 0.035

---

*ii*
Molecular formula: C3H4N2OS
Method: DFT, ωB97M-V/def2-TZVPD

Positions of all 11 atoms, in Å:
C1 -1.528 -0.198 -0.519
N1 -1.275 1.049 -0.476
N2 -0.228 1.751 0.198
C2 0.980 1.404 -0.021
S1 1.580 -0.153 -0.663
C3 0.532 -1.168 0.385
O1 -0.792 -1.270 -0.127
H1 -2.455 -0.535 -0.966
H2 1.697 2.179 0.350
H3 0.922 -2.166 0.395
H4 0.567 -0.892 1.446

Kohn-Sham gap   10.063 eV
HOMO   -9.539 eV

What are the Löwdin partial charges on each atom? They are as follows, in elementary charge units: atom 1 (C): -0.228, atom 2 (N): 0.027, atom 3 (N): -0.022, atom 4 (C): -0.497, atom 5 (S): 0.921, atom 6 (C): -0.474, atom 7 (O): -0.116, atom 8 (H): 0.129, atom 9 (H): 0.082, atom 10 (H): 0.076, atom 11 (H): 0.102

---

*ii* is preferred energetically. Next in line: 29.3 kcal/mol higher.

---

*i*
Molecular formula: C3H4N2OS
Method: DFT, ωB97M-V/def2-TZVPD

Positions of all 11 atoms, in Å:
C1 -0.322 0.901 0.473
C2 -1.660 0.735 0.066
C3 0.618 -0.025 0.448
N1 -1.951 -0.487 -0.098
N2 -1.145 -1.404 -0.449
O1 1.627 -0.566 0.339
S1 3.494 0.473 -0.348
H1 -0.049 1.805 0.760
H2 -2.448 1.435 0.273
H3 -1.452 -2.327 -0.209
H4 3.288 -0.537 -1.256

Kohn-Sham gap (spin up / spin down)   6.928 / 7.703 eV
HOMO (spin up / spin down)   -8.322 / -9.062 eV

What are the Löwdin partial charges on each atom? They are as follows, in elementary charge units: atom 1 (C): -0.062, atom 2 (C): -0.141, atom 3 (C): -0.208, atom 4 (N): -0.091, atom 5 (N): 0.092, atom 6 (O): -0.098, atom 7 (S): 0.463, atom 8 (H): 0.071, atom 9 (H): 0.117, atom 10 (H): 0.062, atom 11 (H): -0.207

---

*ii*
Molecular formula: C3H4N2OS
Method: DFT, ωB97M-V/def2-TZVPD

Positions of all 11 atoms, in Å:
C1 -1.761 -0.019 -0.948
C2 -0.862 -0.138 0.015
N1 -0.387 0.970 0.622
C3 0.610 1.401 1.111
O1 1.432 2.039 1.650
H1 -2.218 1.063 -1.165
H2 -2.299 -0.924 -1.315
H3 -0.450 -1.152 0.165
N2 1.712 -1.452 0.078
S1 2.906 -0.587 0.608
H4 1.317 -1.200 -0.820

Kohn-Sham gap (spin up / spin down)   7.411 / 7.418 eV
HOMO (spin up / spin down)   -8.941 / -8.946 eV

What are the Löwdin partial charges on each atom? They are as follows, in elementary charge units: atom 1 (C): 0.001, atom 2 (C): -0.297, atom 3 (N): 0.137, atom 4 (C): -0.363, atom 5 (O): 0.127, atom 6 (H): 0.110, atom 7 (H): 0.063, atom 8 (H): 0.089, atom 9 (N): -0.496, atom 10 (S): 0.662, atom 11 (H): -0.032

---

*iii*
Molecular formula: C3H4N2OS
Method: DFT, ωB97M-V/def2-TZVPD

Positions of all 11 atoms, in Å:
C1 -0.104 0.841 1.140
C2 -0.282 -0.345 1.837
C3 -0.266 0.446 -0.220
N1 -0.401 -1.368 1.017
N2 -0.229 -0.941 -0.205
O1 -0.385 1.053 -1.306
S1 1.328 0.914 -2.729
H1 0.076 1.920 1.477
H2 -0.085 -0.651 2.914
H3 -0.449 -1.551 -0.967
H4 0.797 -0.318 -2.958

Kohn-Sham gap   6.054 eV
HOMO   -8.536 eV

What are the Löwdin partial charges on each atom? They are as follows, in elementary charge units: atom 1 (C): 0.022, atom 2 (C): -0.182, atom 3 (C): -0.523, atom 4 (N): 0.016, atom 5 (N): 0.051, atom 6 (O): -0.188, atom 7 (S): 0.601, atom 8 (H): 0.137, atom 9 (H): 0.128, atom 10 (H): 0.153, atom 11 (H): -0.216

---

*iv*
Molecular formula: C3H4N2OS
Method: DFT, ωB97M-V/def2-TZVPD

Positions of all 11 atoms, in Å:
H1 -2.936 -0.128 0.562
N1 -2.037 0.233 1.059
C1 -1.026 0.087 0.295
S1 -1.210 -0.592 -1.307
C2 0.499 -0.589 -1.528
C3 1.170 -0.015 -0.498
N2 0.291 0.258 0.545
O1 0.761 0.524 1.829
H2 0.829 -1.098 -2.472
H3 2.122 0.201 -0.312
H4 1.536 1.118 1.826

Kohn-Sham gap   8.316 eV
HOMO   -7.781 eV

What are the Löwdin partial charges on each atom? They are as follows, in elementary charge units: atom 1 (H): 0.065, atom 2 (N): 0.038, atom 3 (C): -0.734, atom 4 (S): 1.011, atom 5 (C): -0.418, atom 6 (C): -0.119, atom 7 (N): -0.171, atom 8 (O): 0.046, atom 9 (H): 0.081, atom 10 (H): 0.077, atom 11 (H): 0.123

---

*iv* is preferred energetically. Next in line: 3.5 kcal/mol higher.

---

*i*
Molecular formula: C3H4N2OS
Method: DFT, ωB97M-V/def2-TZVPD

Positions of all 11 atoms, in Å:
H1 0.314 -0.910 -3.021
N1 0.711 -0.211 -2.341
C1 0.244 -0.275 -1.177
N2 0.461 0.697 -0.207
C2 -0.274 0.310 0.912
S1 -0.310 1.229 2.423
C3 -0.882 -0.838 0.660
O1 -0.557 -1.229 -0.608
H2 0.694 1.608 -0.505
H3 1.047 1.138 2.546
H4 -1.447 -1.519 1.318

Kohn-Sham gap   8.929 eV
HOMO   -8.273 eV

What are the Löwdin partial charges on each atom? They are as follows, in elementary charge units: atom 1 (H): 0.078, atom 2 (N): 0.126, atom 3 (C): -0.501, atom 4 (N): 0.108, atom 5 (C): -0.686, atom 6 (S): 0.782, atom 7 (C): -0.128, atom 8 (O): 0.053, atom 9 (H): 0.137, atom 10 (H): -0.110, atom 11 (H): 0.139

---

*ii*
Molecular formula: C3H4N2OS
Method: DFT, ωB97M-V/def2-TZVPD

Positions of all 11 atoms, in Å:
C1 -1.425 0.373 -0.584
N1 -0.711 1.454 -0.426
N2 0.449 1.700 0.237
C2 1.455 0.899 0.018
S1 1.280 -0.681 -0.673
C3 -0.029 -1.247 0.350
O1 -1.349 -0.910 -0.039
H1 -2.300 0.509 -1.146
H2 2.444 1.138 0.308
H3 -0.029 -2.319 0.546
H4 0.218 -0.915 1.408

Kohn-Sham gap   9.664 eV
HOMO   -9.282 eV

What are the Löwdin partial charges on each atom? They are as follows, in elementary charge units: atom 1 (C): -0.176, atom 2 (N): 0.005, atom 3 (N): -0.030, atom 4 (C): -0.480, atom 5 (S): 0.947, atom 6 (C): -0.524, atom 7 (O): -0.101, atom 8 (H): 0.108, atom 9 (H): 0.050, atom 10 (H): 0.089, atom 11 (H): 0.112

---

*iii*
Molecular formula: C3H4N2OS
Method: DFT, ωB97M-V/def2-TZVPD

Positions of all 11 atoms, in Å:
O1 3.244 0.007 0.071
C1 2.328 -0.779 -0.001
N1 0.938 -0.482 -0.049
C2 0.681 0.779 -0.060
N2 -0.556 1.311 -0.029
C3 -1.831 0.710 0.023
S1 -2.282 -0.853 0.010
H1 2.512 -1.857 -0.094
H2 1.454 1.552 -0.059
H3 -0.555 2.341 0.037
H4 -2.591 1.488 0.161

Kohn-Sham gap   8.125 eV
HOMO   -8.849 eV

What are the Löwdin partial charges on each atom? They are as follows, in elementary charge units: atom 1 (O): 0.027, atom 2 (C): -0.327, atom 3 (N): 0.085, atom 4 (C): -0.213, atom 5 (N): -0.017, atom 6 (C): -0.685, atom 7 (S): 0.667, atom 8 (H): 0.116, atom 9 (H): 0.140, atom 10 (H): 0.151, atom 11 (H): 0.054

---

*i* is preferred energetically. Next in line: 3.4 kcal/mol higher.

---

*i*
Molecular formula: C3H4N2OS
Method: DFT, ωB97M-V/def2-TZVPD

Positions of all 11 atoms, in Å:
H1 2.892 -0.643 -0.724
N1 2.415 -0.866 0.179
C1 1.230 -0.495 0.190
N2 0.430 0.242 -0.645
C2 -0.851 0.329 -0.157
S1 -1.975 1.209 -1.139
C3 -0.829 -0.364 1.004
O1 0.380 -0.917 1.204
H2 0.897 0.833 -1.417
H3 -2.919 1.308 -0.114
H4 -1.669 -0.636 1.619

Kohn-Sham gap   8.319 eV
HOMO   -7.835 eV

What are the Löwdin partial charges on each atom? They are as follows, in elementary charge units: atom 1 (H): 0.069, atom 2 (N): 0.136, atom 3 (C): -0.510, atom 4 (N): 0.054, atom 5 (C): -0.710, atom 6 (S): 0.800, atom 7 (C): -0.136, atom 8 (O): 0.055, atom 9 (H): 0.199, atom 10 (H): -0.079, atom 11 (H): 0.121

---

*ii*
Molecular formula: C3H4N2OS
Method: DFT, ωB97M-V/def2-TZVPD

Positions of all 11 atoms, in Å:
C1 1.521 0.298 -0.392
N1 1.274 -0.909 -0.527
N2 0.458 -1.511 0.345
C2 -0.706 -1.111 0.501
S1 -1.478 0.103 -0.383
C3 -0.242 1.462 0.197
O1 1.025 1.011 0.655
H1 2.003 0.675 -1.271
H2 -1.299 -1.645 1.187
H3 -0.053 2.215 -0.639
H4 -0.765 2.063 1.050

Kohn-Sham gap   9.881 eV
HOMO   -9.434 eV

What are the Löwdin partial charges on each atom? They are as follows, in elementary charge units: atom 1 (C): -0.276, atom 2 (N): 0.041, atom 3 (N): -0.013, atom 4 (C): -0.571, atom 5 (S): 0.912, atom 6 (C): -0.402, atom 7 (O): -0.101, atom 8 (H): 0.132, atom 9 (H): 0.057, atom 10 (H): 0.105, atom 11 (H): 0.117

---

*i* is preferred energetically. Next in line: 45.0 kcal/mol higher.